[1]
# C18H35BrCsN6O

A structure of composition C18H35BrCsN6O at a distorted geometry (the ωB97M-V functional and the def2-TZVPD basis, OMol25).

As for the total charge: +1. The value obtained for the LUMO energy is -1.985 eV. The HOMO-LUMO gap is 9.39 eV. The calculation puts the HOMO energy at -11.37 eV. As for the relative energy (zero: lowest compared OMol25 entry of this formula, charge and spin): 47.30 kJ/mol. The calculation puts the total energy at -100808.678 eV.

```
62
C18H35BrCsN6O, DFT the ωB97M-V functional and the def2-TZVPD basis
Cs -0.32 0.34 0.10
N -0.75 3.16 0.61
C -1.92 3.78 0.00
C -3.05 2.78 -0.21
N -2.72 1.66 -1.09
C -3.80 0.66 -1.05
C -3.90 -0.16 0.24
N -2.82 -1.14 0.33
C -2.49 2.12 -2.47
C -1.03 2.21 -2.88
N -0.41 0.88 -2.91
H -1.00 2.78 1.52
H -0.05 3.88 0.81
H -1.63 4.22 -0.96
H -2.34 4.60 0.61
H -3.92 3.33 -0.59
H -3.32 2.38 0.77
H -3.62 -0.05 -1.86
H -4.77 1.13 -1.24
H -4.89 -0.62 0.24
H -3.84 0.49 1.12
H -2.92 -1.83 -0.41
H -2.90 -1.65 1.21
H -2.96 3.10 -2.62
H -2.98 1.44 -3.16
H -0.46 2.82 -2.18
H -1.00 2.71 -3.85
H 0.51 0.94 -3.35
H -0.96 0.27 -3.51
C 1.31 -4.51 -5.53
C 1.16 -4.19 -4.07
C 1.83 -4.90 -3.08
C 1.66 -4.56 -1.75
C 0.80 -3.52 -1.47
Br 0.48 -3.01 0.34
N 0.15 -2.82 -2.38
C 0.33 -3.16 -3.65
H 2.01 -5.33 -5.68
H 1.67 -3.65 -6.08
H 0.35 -4.80 -5.96
H 2.49 -5.71 -3.35
H 2.16 -5.10 -0.95
H -0.23 -2.57 -4.37
O 0.61 0.67 2.52
C 1.31 0.03 3.29
C 2.42 -0.88 2.84
C 3.74 -0.23 3.34
C 3.69 1.31 3.54
C 3.14 1.79 4.90
C 1.63 1.58 5.09
N 1.26 0.22 4.65
H 2.41 -0.97 1.76
H 2.29 -1.88 3.26
H 4.52 -0.46 2.63
H 4.04 -0.68 4.29
H 3.11 1.77 2.73
H 4.70 1.69 3.44
H 3.36 2.85 5.02
H 3.68 1.26 5.69
H 1.06 2.29 4.49
H 1.35 1.70 6.13
H 1.80 -0.47 5.15
```



[2]
# C18H35CuN3O7

A structure of composition C18H35CuN3O7 at a distorted geometry (the ωB97M-V functional and the def2-TZVPD basis, OMol25).

As for the total charge: 0. The value obtained for the LUMO energy (spin up / spin down) is 0.067 / -0.215 eV. The HOMO-LUMO gap (spin up / spin down) is 7.52 / 7.24 eV. The calculation puts the HOMO energy (spin up / spin down) at -7.45 / -7.46 eV. The calculation puts the total energy at -82673.078 eV. The spin multiplicity is 2.

```
64
C18H35CuN3O7, DFT the ωB97M-V functional and the def2-TZVPD basis
Cu 0.78 0.70 -0.75
C 2.70 2.96 1.81
C 2.45 2.05 0.85
C 2.92 0.60 0.85
O 2.36 -0.20 -0.10
C 3.78 0.28 1.84
C 4.16 1.18 2.93
C 3.58 2.60 2.87
O 3.73 3.40 3.82
O 4.93 0.82 3.77
O 1.58 2.31 -0.06
H 2.27 3.94 1.89
H 4.18 -0.65 2.09
C 0.18 -0.13 4.43
C 0.15 -0.44 2.92
C -0.41 -1.86 2.79
O 0.14 -2.59 1.73
C 1.53 -3.01 2.06
N -0.48 0.65 2.10
H -0.86 -0.16 4.78
H 0.38 0.92 4.63
H 0.85 -0.74 5.02
H 1.18 -0.50 2.56
H -1.51 -1.88 2.70
H -0.19 -2.47 3.69
H 1.88 -3.61 1.22
H 1.38 -3.55 2.98
H 2.23 -2.16 2.08
H 0.17 1.42 2.22
H -1.30 0.95 2.57
C -2.74 3.18 -1.71
C -1.92 2.18 -0.90
C -2.63 0.91 -0.75
O -3.93 1.24 -0.28
C -5.01 0.54 -0.85
N -0.65 1.88 -1.66
H -2.19 4.04 -1.71
H -3.68 3.36 -1.17
H -2.82 2.71 -2.66
H -1.67 2.48 0.15
H -2.15 0.19 -0.12
H -2.70 0.46 -1.73
H -5.88 0.83 -0.29
H -5.01 -0.55 -0.86
H -5.20 0.95 -1.84
H -0.15 2.73 -1.80
H -0.90 1.60 -2.65
C 1.66 -3.05 -1.92
C 1.05 -1.75 -2.36
C 0.34 -1.81 -3.71
O -0.48 -0.64 -3.75
C -1.27 -0.60 -4.93
N 0.18 -1.20 -1.29
H 2.09 -2.97 -0.93
H 2.48 -3.42 -2.53
H 0.81 -3.80 -1.96
H 1.80 -1.03 -2.45
H -0.39 -2.61 -3.71
H 1.02 -1.85 -4.52
H -1.73 0.39 -4.94
H -2.04 -1.41 -4.85
H -0.61 -0.92 -5.79
H 0.38 -1.58 -0.39
H -0.80 -1.29 -1.40
```



[3]
# C18H35F3NO5P

An isolated molecule of C18H35F3NO5P (the ωB97M-V functional and the def2-TZVPD basis, OMol25).

As for the total charge: 0. The value obtained for the LUMO energy is 0.627 eV. Its SMILES is [H]/N=C(/C)C[C@@](OCO)([C@H](CCCCCC)O[C@@H]([C@H](C)CC)P(O)O)C(F)(F)F. The HOMO-LUMO gap is 9.09 eV. The calculation puts the HOMO energy at -8.46 eV. As for the relative energy (zero: lowest compared OMol25 entry of this formula, charge and spin): 0.00 kJ/mol. The calculation puts the total energy at -48402.772 eV.

```
63
C18H35F3NO5P, DFT the ωB97M-V functional and the def2-TZVPD basis
H 3.09 0.04 0.25
N 2.71 -0.24 1.16
C 2.02 -1.30 1.07
C 1.46 -1.91 2.32
C 1.79 -2.10 -0.20
C 1.00 -1.50 -1.38
O 0.35 -2.58 -2.07
C 1.01 -3.43 -2.96
O 1.96 -4.23 -2.29
C -0.22 -0.61 -1.00
C 0.02 0.84 -0.55
C -0.08 1.90 -1.66
C 0.75 3.14 -1.33
C 0.35 3.80 0.00
C 1.15 3.40 1.25
C 2.67 3.37 1.10
O -0.87 -1.36 0.02
C -2.28 -1.28 0.21
C -2.75 -0.37 1.40
C -3.40 0.95 0.97
C -1.66 -0.11 2.46
C -1.86 -0.91 3.76
P -3.48 -1.15 -1.23
O -3.05 0.18 -2.09
O -2.79 -2.19 -2.29
C 1.93 -0.77 -2.37
F 1.29 -0.45 -3.50
F 2.42 0.38 -1.85
F 3.00 -1.51 -2.72
H 0.42 -2.20 2.17
H 2.01 -2.83 2.53
H 1.57 -1.23 3.16
H 1.24 -3.01 0.06
H 2.76 -2.44 -0.56
H 0.22 -4.06 -3.36
H 1.48 -2.89 -3.78
H 2.81 -4.17 -2.76
H -0.81 -0.59 -1.91
H 0.96 0.94 -0.03
H -0.77 1.05 0.17
H -1.12 2.23 -1.76
H 0.24 1.49 -2.62
H 1.80 2.88 -1.36
H 0.60 3.87 -2.14
H -0.70 3.58 0.19
H 0.42 4.89 -0.11
H 0.91 4.12 2.04
H 0.82 2.43 1.63
H 3.13 3.00 2.02
H 3.07 4.37 0.91
H 3.00 2.70 0.30
H -2.54 -2.31 0.50
H -3.54 -0.95 1.90
H -2.71 1.60 0.44
H -3.70 1.51 1.87
H -4.30 0.80 0.38
H -1.67 0.95 2.72
H -0.67 -0.31 2.07
H -1.40 -0.38 4.60
H -2.92 -1.04 3.99
H -1.39 -1.89 3.72
H -2.98 0.98 -1.55
H -2.76 -3.08 -1.91
```



[4]
# C18H35GaN2O

A structure of composition C18H35GaN2O at a distorted geometry (the ωB97M-V functional and the def2-TZVPD basis, OMol25).

As for the total charge: +2. The value obtained for the LUMO energy (spin up / spin down) is -9.816 / -9.830 eV. The HOMO-LUMO gap (spin up / spin down) is 5.46 / 5.45 eV. The calculation puts the HOMO energy (spin up / spin down) at -15.28 / -15.28 eV. As for the relative energy (zero: lowest compared OMol25 entry of this formula, charge and spin): 41.57 kJ/mol. The calculation puts the total energy at -76620.515 eV.

```
57
C18H35GaN2O, DFT the ωB97M-V functional and the def2-TZVPD basis
C 0.86 1.07 -3.22
H 0.36 1.02 -4.20
H 1.04 2.13 -2.99
H 0.16 0.68 -2.47
C 2.16 0.27 -3.23
H 2.62 0.31 -2.23
H 1.94 -0.79 -3.43
C 3.16 0.79 -4.27
H 4.09 0.20 -4.26
H 2.74 0.73 -5.28
H 3.42 1.84 -4.08
C 0.33 0.75 2.07
C 1.75 0.90 1.80
C 1.88 2.01 0.96
C 0.57 2.64 0.83
C -0.36 1.93 1.58
C -1.78 2.29 1.87
C 0.34 3.91 0.07
C 3.13 2.55 0.37
C 2.84 0.04 2.35
C -0.24 -0.22 3.05
Ga 0.42 0.48 0.00
H -0.72 4.07 -0.13
H 0.70 4.78 0.64
H 0.86 3.92 -0.88
H -2.19 2.94 1.10
H -2.42 1.41 1.92
H -1.86 2.82 2.82
H 0.27 -1.18 3.02
H -0.16 0.17 4.07
H -1.30 -0.41 2.85
H 3.73 0.05 1.72
H 3.14 0.37 3.34
H 2.53 -1.00 2.44
H 2.99 2.88 -0.66
H 3.50 3.41 0.93
H 3.93 1.80 0.35
C 0.24 -3.35 0.69
N -1.20 -3.24 0.45
C -1.97 -4.47 0.58
C -1.71 -2.00 0.09
O -0.88 -1.03 0.06
N -3.03 -1.70 -0.27
C -4.20 -2.57 -0.30
C -3.30 -0.34 -0.73
H 0.56 -4.38 0.96
H 0.54 -2.70 1.52
H 0.79 -3.05 -0.22
H -2.71 -4.38 1.40
H -2.41 -4.75 -0.40
H -1.34 -5.34 0.86
H -5.00 -2.12 0.34
H -4.58 -2.64 -1.34
H -4.11 -3.59 0.06
H -3.07 0.38 0.07
H -2.68 -0.11 -1.62
H -4.36 -0.20 -1.02
```



[5]
# C18H35NO

An isolated molecule of C18H35NO (the ωB97M-V functional and the def2-TZVPD basis, OMol25).

As for the total charge: 0. The value obtained for the LUMO energy is 0.850 eV. Its SMILES is CCCCCCCC/C=C\CCCCCCCC(N)=O. The HOMO-LUMO gap is 9.91 eV. The calculation puts the HOMO energy at -9.06 eV. As for the relative energy (zero: lowest compared OMol25 entry of this formula, charge and spin): 59.32 kJ/mol. The calculation puts the total energy at -22772.370 eV.

```
55
C18H35NO, DFT the ωB97M-V functional and the def2-TZVPD basis
C 4.19 3.30 0.91
C 4.85 1.97 0.58
C 4.36 1.36 -0.74
C 2.89 0.96 -0.68
C 2.46 0.15 -1.90
C 0.99 -0.25 -1.82
C 0.54 -1.12 -2.99
C -0.93 -1.51 -2.88
C -1.21 -2.37 -1.69
C -2.38 -2.50 -1.09
C -3.66 -1.84 -1.51
C -4.76 -1.86 -0.45
C -4.68 -0.75 0.60
C -3.49 -0.84 1.57
C -2.31 0.03 1.15
C -1.15 -0.08 2.14
C -0.04 0.93 1.83
C 1.14 0.69 2.75
N 1.05 1.33 3.94
O 2.08 -0.01 2.47
H 4.64 3.74 1.80
H 4.30 4.00 0.08
H 3.13 3.16 1.10
H 4.65 1.26 1.39
H 5.93 2.12 0.52
H 4.52 2.07 -1.55
H 4.96 0.47 -0.95
H 2.27 1.86 -0.62
H 2.72 0.37 0.22
H 2.63 0.73 -2.81
H 3.07 -0.76 -1.97
H 0.37 0.66 -1.79
H 0.82 -0.80 -0.89
H 1.16 -2.02 -3.03
H 0.70 -0.57 -3.93
H -1.54 -0.60 -2.85
H -1.23 -2.05 -3.79
H -0.36 -2.93 -1.33
H -2.47 -3.19 -0.25
H -3.46 -0.80 -1.81
H -4.02 -2.36 -2.40
H -5.72 -1.76 -0.96
H -4.76 -2.83 0.05
H -5.61 -0.80 1.18
H -4.67 0.22 0.10
H -3.82 -0.51 2.56
H -3.17 -1.87 1.66
H -2.64 1.07 1.09
H -1.96 -0.27 0.16
H -0.74 -1.09 2.10
H -1.53 0.09 3.16
H -0.42 1.95 1.94
H 0.29 0.79 0.80
H 0.26 1.89 4.19
H 1.77 1.19 4.63
```



[6]
# C18H36AlBeCl3F3N2NaO15S

A structure of composition C18H36AlBeCl3F3N2NaO15S at a distorted geometry (the ωB97M-V functional and the def2-TZVPD basis, OMol25).

As for the total charge: +2. The value obtained for the LUMO energy is -11.604 eV. The HOMO-LUMO gap is 1.17 eV. The calculation puts the HOMO energy at -12.77 eV. The calculation puts the total energy at -120875.226 eV.

```
81
C18H36AlBeCl3F3N2NaO15S, DFT the ωB97M-V functional and the def2-TZVPD basis
C -3.74 0.25 -0.63
C -3.68 -1.30 -0.70
O -2.33 -1.82 -0.94
C -1.75 -2.33 0.22
C -1.04 -1.24 1.10
O -1.32 -1.38 2.47
C -2.24 -0.40 2.98
C -1.58 0.81 3.70
O -2.70 1.74 3.77
C -2.56 2.77 2.87
O -3.37 3.29 2.28
O -1.18 3.03 2.86
C -0.63 1.72 2.84
C 0.89 1.63 3.16
C 1.65 1.29 1.79
C 1.85 2.53 0.85
C 1.50 2.25 -0.64
C 0.00 2.19 -0.96
N -0.68 3.50 -0.89
H -4.19 0.63 -1.58
H -4.42 0.58 0.18
H -2.75 0.73 -0.54
H -4.19 -1.75 0.17
H -4.28 -1.60 -1.58
H -2.44 -2.96 0.82
H -0.92 -3.02 -0.18
H -1.33 -0.27 0.66
H 0.05 -1.34 0.98
H -2.94 0.01 2.23
H -2.87 -0.93 3.73
H -1.30 0.70 4.76
H -0.78 1.43 1.78
H 1.08 0.77 3.87
H 1.22 2.65 3.55
H 2.67 0.86 2.02
H 1.05 0.55 1.24
H 2.94 2.76 0.87
H 1.34 3.45 1.29
H 2.00 3.01 -1.26
H 1.92 1.26 -0.89
H -0.57 1.46 -0.37
H -0.07 1.85 -2.02
H -0.21 4.19 -1.48
H -1.59 3.37 -1.34
Cl 0.59 5.24 1.70
C -4.92 -0.19 -5.18
N -3.70 0.19 -4.41
O -2.73 -0.55 -4.48
O -3.76 1.21 -3.76
H -4.72 -1.12 -5.71
H -5.73 -0.32 -4.47
H -5.13 0.61 -5.88
Be -1.61 -4.11 -1.02
Cl 4.13 -0.10 -0.44
C 5.23 -0.28 0.95
C 6.63 -0.62 0.51
Cl 6.72 -2.26 -0.17
H 4.82 -1.04 1.61
H 5.23 0.68 1.48
H 7.30 -0.60 1.37
H 7.01 0.08 -0.23
C 7.71 -3.01 -4.22
F 6.38 -2.99 -4.03
F 8.25 -3.58 -3.14
F 7.94 -3.82 -5.25
S 8.37 -1.31 -4.54
O 8.04 -0.54 -3.35
O 7.68 -0.85 -5.72
O 9.79 -1.49 -4.73
O -7.55 -1.36 -3.75
H -7.68 -2.31 -3.83
H -8.20 -1.08 -3.09
C -4.90 -2.57 2.71
O -4.74 -2.48 3.93
O -5.34 -1.40 2.13
O -4.72 -3.55 1.95
H -5.37 -0.89 2.95
Na 3.30 1.71 4.22
Al -3.66 -5.49 0.30
O 6.05 1.63 5.96
H 6.77 1.68 6.59
```



[7]
# C18H36AsBCa2Cl3F7ILiN4O13P2

A structure of composition C18H36AsBCa2Cl3F7ILiN4O13P2 at a distorted geometry (the ωB97M-V functional and the def2-TZVPD basis, OMol25).

As for the total charge: +2. The value obtained for the LUMO energy is -7.870 eV. The HOMO-LUMO gap is 1.54 eV. The calculation puts the HOMO energy at -9.41 eV. As for the relative energy (zero: lowest compared OMol25 entry of this formula, charge and spin): 0.00 kJ/mol. The calculation puts the total energy at -233664.593 eV.

```
89
C18H36AsBCa2Cl3F7ILiN4O13P2, DFT the ωB97M-V functional and the def2-TZVPD basis
C -0.51 -2.71 -4.72
C 0.16 -2.13 -3.92
C 0.92 -1.41 -2.94
As 1.04 0.58 -3.32
C -0.62 0.91 -2.05
C -1.78 0.05 -2.16
O -2.02 -0.80 -1.28
C 2.65 0.28 -4.48
C 2.68 -0.78 -5.60
C 3.58 -1.99 -5.29
F 3.17 -3.09 -6.01
B 1.05 2.68 -3.71
O 1.25 3.13 -4.97
O 0.95 3.56 -2.68
C -0.08 4.56 -2.80
C 2.33 0.94 -1.78
C 3.35 1.87 -1.91
C 4.15 2.07 -0.79
C 3.83 1.30 0.30
N 2.90 0.39 0.43
C 2.14 0.22 -0.64
P -0.51 0.48 -5.21
O 0.17 0.80 -6.60
I -2.19 2.28 -5.18
H -1.32 -3.15 -5.26
H 1.94 -1.78 -2.87
H 0.44 -1.65 -1.98
H -1.03 1.92 -2.15
H -0.37 0.84 -0.99
H -2.52 0.13 -2.97
H 3.44 -0.05 -3.81
H 2.94 1.24 -4.91
H 3.16 -0.25 -6.41
H 1.74 -1.16 -6.01
H 3.68 -2.19 -4.22
H 4.58 -1.75 -5.65
H 1.68 4.00 -4.95
H -0.06 5.10 -3.74
H 0.11 5.28 -2.01
H -1.08 4.17 -2.63
H 3.58 2.43 -2.81
H 4.96 2.78 -0.76
H 4.35 1.44 1.24
H 1.34 -0.50 -0.51
H 1.07 1.18 -6.55
C 5.37 1.91 -7.47
Cl 3.63 1.71 -7.27
Cl 6.22 0.37 -7.72
H 5.54 2.55 -8.32
H 5.74 2.38 -6.57
Li 4.28 0.24 2.53
F -0.40 -0.66 3.02
P 0.02 0.93 2.91
F 0.09 0.66 1.28
F -1.44 1.04 3.66
F 1.59 0.35 2.91
F 0.64 1.68 4.21
F -0.30 2.43 2.33
C -1.20 -1.52 8.75
O -0.52 -1.67 7.51
H -1.51 -2.50 9.08
H -0.54 -1.08 9.51
H -2.08 -0.88 8.61
H -0.24 -0.80 7.21
O -0.70 -1.81 0.53
H -0.53 -2.29 -0.28
H -0.54 -2.45 1.24
C -4.05 -4.55 9.68
O -3.10 -3.95 10.13
N -5.30 -3.97 9.57
N -3.97 -5.84 9.22
H -6.12 -4.45 9.21
H -5.41 -3.02 9.90
H -3.07 -6.29 9.28
H -4.75 -6.35 8.85
Ca -4.58 -3.85 7.08
O 4.00 5.28 -4.77
Cl 4.56 5.47 -6.10
O 3.49 5.49 -7.07
O 5.43 4.33 -6.39
O 5.32 6.68 -6.15
Ca -3.87 -1.62 -0.18
C -9.53 -1.82 8.34
N -8.31 -2.61 8.01
O -7.25 -2.01 7.85
O -8.42 -3.81 7.93
H -9.25 -0.77 8.37
H -10.25 -2.01 7.55
H -9.89 -2.16 9.30
```



Copy entry 1 word for word.
# C18H35BrCsN6O

A structure of composition C18H35BrCsN6O at a distorted geometry (the ωB97M-V functional and the def2-TZVPD basis, OMol25).

As for the total charge: +1. The value obtained for the LUMO energy is -1.985 eV. The HOMO-LUMO gap is 9.39 eV. The calculation puts the HOMO energy at -11.37 eV. As for the relative energy (zero: lowest compared OMol25 entry of this formula, charge and spin): 47.30 kJ/mol. The calculation puts the total energy at -100808.678 eV.

```
62
C18H35BrCsN6O, DFT the ωB97M-V functional and the def2-TZVPD basis
Cs -0.32 0.34 0.10
N -0.75 3.16 0.61
C -1.92 3.78 0.00
C -3.05 2.78 -0.21
N -2.72 1.66 -1.09
C -3.80 0.66 -1.05
C -3.90 -0.16 0.24
N -2.82 -1.14 0.33
C -2.49 2.12 -2.47
C -1.03 2.21 -2.88
N -0.41 0.88 -2.91
H -1.00 2.78 1.52
H -0.05 3.88 0.81
H -1.63 4.22 -0.96
H -2.34 4.60 0.61
H -3.92 3.33 -0.59
H -3.32 2.38 0.77
H -3.62 -0.05 -1.86
H -4.77 1.13 -1.24
H -4.89 -0.62 0.24
H -3.84 0.49 1.12
H -2.92 -1.83 -0.41
H -2.90 -1.65 1.21
H -2.96 3.10 -2.62
H -2.98 1.44 -3.16
H -0.46 2.82 -2.18
H -1.00 2.71 -3.85
H 0.51 0.94 -3.35
H -0.96 0.27 -3.51
C 1.31 -4.51 -5.53
C 1.16 -4.19 -4.07
C 1.83 -4.90 -3.08
C 1.66 -4.56 -1.75
C 0.80 -3.52 -1.47
Br 0.48 -3.01 0.34
N 0.15 -2.82 -2.38
C 0.33 -3.16 -3.65
H 2.01 -5.33 -5.68
H 1.67 -3.65 -6.08
H 0.35 -4.80 -5.96
H 2.49 -5.71 -3.35
H 2.16 -5.10 -0.95
H -0.23 -2.57 -4.37
O 0.61 0.67 2.52
C 1.31 0.03 3.29
C 2.42 -0.88 2.84
C 3.74 -0.23 3.34
C 3.69 1.31 3.54
C 3.14 1.79 4.90
C 1.63 1.58 5.09
N 1.26 0.22 4.65
H 2.41 -0.97 1.76
H 2.29 -1.88 3.26
H 4.52 -0.46 2.63
H 4.04 -0.68 4.29
H 3.11 1.77 2.73
H 4.70 1.69 3.44
H 3.36 2.85 5.02
H 3.68 1.26 5.69
H 1.06 2.29 4.49
H 1.35 1.70 6.13
H 1.80 -0.47 5.15
```